(1)
ORCA calculation (ωB97M-V/def2-TZVPD) on a molecular structure, C27H22Cl2N3P2PdS4SbSe2 in a non-equilibrium geometry.

```
! RIJCOSX wB97M-V def2-TZVPD def2/J DEFGRID3
* xyz -2 1
H 1.63 -2.18 0.47
H -1.27 1.02 -2.72
H 1.41 3.10 1.31
P 2.45 0.65 0.59
H 0.70 -0.09 -1.86
C 1.27 4.38 -1.81
Cl -1.83 -2.97 3.77
C -2.08 3.77 -0.14
C 2.90 -3.09 -0.99
C 3.98 -0.57 -1.36
C 1.05 0.19 1.59
S -5.03 -2.01 3.47
C -1.33 -4.28 4.85
C 1.48 3.15 0.23
H 5.26 -1.50 -2.81
Se 4.14 1.27 1.68
H 4.28 -3.74 -2.49
H 2.40 1.26 -2.42
C -0.14 -3.06 -3.25
H 0.15 -3.72 -4.06
P -1.52 -0.20 0.06
C 1.16 4.32 -0.43
H -2.32 4.54 0.58
C -1.83 2.48 0.29
S -5.34 -0.99 7.11
C -1.48 1.79 -1.99
Se -3.48 -0.70 0.68
H 1.81 3.32 -3.59
C 2.41 -2.02 -0.26
C -1.21 -3.39 -2.43
N 0.18 -0.21 3.51
H -2.23 5.08 -1.83
H -1.74 -4.32 -2.59
C 1.93 2.04 -0.47
H 2.49 -4.08 -0.82
N -0.80 -0.31 2.65
Cl -0.40 -5.52 3.99
C -0.93 -1.33 -1.22
H -1.89 2.23 1.34
Pd -2.95 -0.73 3.08
C 4.45 -1.64 -2.10
H -0.70 -3.88 5.64
S -2.59 0.61 5.07
Sb -4.86 -0.17 5.01
H 1.02 5.29 -2.33
H -2.22 -4.77 5.26
C 2.05 2.11 -1.86
C -1.60 -2.54 -1.42
H 0.83 5.19 0.13
N 1.29 0.09 2.91
H 4.43 0.40 -1.47
C 0.55 -1.87 -3.04
C 2.94 -0.75 -0.46
C -1.71 3.09 -2.41
C -0.33 -0.07 1.41
C -1.53 1.48 -0.64
H -1.65 3.33 -3.46
S -6.34 1.50 4.43
C -2.03 4.08 -1.49
C 1.71 3.28 -2.52
H 1.40 -1.62 -3.66
C 3.90 -2.90 -1.92
H -2.45 -2.78 -0.79
C 0.16 -1.02 -2.03
*
```

Computed properties:
- E_HOMO: -1.2 eV
- Energy: -9573.33521 hartree
- Max |F|: 2.58 eV Å⁻¹
- Frontier orbital gap: 4.60 eV

(2)
ORCA calculation (ωB97M-V/def2-TZVPD) on 13 unconnected molecules or ions with the total composition C44H123N17O15 in a non-equilibrium geometry.

```
! RIJCOSX wB97M-V def2-TZVPD def2/J DEFGRID3
* xyz 0 1
H -6.94 -35.64 20.41
H -5.85 -40.65 11.06
C -5.87 -35.68 12.78
H -3.47 -34.04 9.74
H -2.25 -40.35 13.78
N -4.61 -29.37 10.53
C -4.80 -39.92 9.42
H 1.93 -41.81 16.36
H -5.60 -33.57 7.69
H -4.78 -30.30 10.90
N -3.98 -34.75 7.14
C 0.14 -39.76 15.29
H -10.97 -37.60 18.84
H -7.28 -37.05 15.41
C -6.45 -38.51 10.68
H -6.55 -38.35 13.30
C -0.66 -38.94 9.66
C -3.77 -32.28 7.65
H -8.55 -28.89 16.72
H 0.01 -42.99 9.93
C -5.92 -28.71 10.47
C -4.53 -33.58 7.93
C -7.27 -38.63 16.59
C -8.55 -31.26 10.30
N -8.00 -39.33 17.48
C -7.33 -35.21 13.08
C -11.34 -36.68 17.03
H 1.48 -42.71 14.87
H -2.44 -44.79 8.55
C -4.16 -37.17 13.53
C -10.90 -35.37 17.72
H -10.13 -36.54 10.53
H -12.42 -36.78 17.18
O -3.74 -32.11 6.23
H -1.83 -36.76 17.27
C -7.83 -34.28 12.00
H 2.10 -41.08 14.74
H -11.17 -33.91 10.94
H -2.88 -33.36 16.22
H -1.30 -38.80 8.79
H -7.69 -28.18 18.73
H -5.04 -26.76 10.14
H -6.17 -43.43 15.67
H 1.40 -37.26 12.60
H -7.73 -34.80 11.04
H -7.66 -39.89 8.99
N -10.75 -37.76 17.86
H -10.34 -34.10 7.09
H -6.28 -31.52 16.72
H -7.95 -40.98 10.05
H -3.96 -39.84 10.12
H -11.48 -34.51 17.37
C -0.77 -42.63 9.25
N -4.83 -40.80 14.62
H -6.75 -41.76 15.62
H -2.17 -36.09 19.56
C -0.55 -41.18 8.89
O -7.58 -38.35 11.54
C -6.85 -29.66 9.74
N -6.06 -42.46 15.41
H -3.94 -40.58 14.20
H -2.67 -37.76 19.42
C -1.26 -37.97 10.76
C -7.39 -34.36 18.02
H -1.07 -40.95 7.96
C -8.12 -29.88 16.88
O -2.73 -34.96 17.55
H -2.28 -40.95 16.39
O -6.20 -39.05 16.09
H -11.34 -38.57 17.66
O 0.19 -41.18 15.43
H -4.25 -35.38 19.41
H -7.05 -33.52 17.42
C -6.07 -39.98 10.23
H 1.47 -38.21 11.19
H -11.55 -32.55 9.89
C -1.33 -39.32 15.42
H -11.05 -34.45 13.46
C -1.41 -44.70 8.23
H -6.65 -34.85 14.94
N -7.78 -37.49 16.17
H -2.24 -38.33 11.04
O -0.81 -43.44 8.04
H 0.95 -36.50 11.06
H -10.80 -40.48 10.95
C -4.93 -42.11 14.76
H -6.44 -27.90 17.47
H -7.38 -36.67 19.08
H -1.32 -45.16 7.24
C -10.88 -38.49 10.78
H -3.10 -34.93 7.62
H 0.50 -41.05 8.57
H -6.33 -28.70 11.48
H 0.74 -39.31 16.09
H -3.57 -34.33 6.31
H -5.57 -37.90 20.17
H -5.05 -33.23 9.96
H -8.28 -38.66 13.54
H -4.01 -28.95 11.23
H -1.36 -36.99 10.27
H -7.50 -32.37 16.15
C -10.86 -34.79 14.47
H -2.75 -32.49 7.97
H -5.30 -30.83 6.50
N -7.17 -40.63 9.49
C 0.89 -37.42 11.65
H -5.25 -37.32 18.53
H -4.16 -30.29 5.27
H -4.90 -34.98 9.62
H -3.16 -39.47 16.54
H -0.76 -45.42 8.74
H -1.24 -38.22 15.42
H -7.99 -36.08 13.22
N -2.05 -39.44 14.18
H -3.37 -36.93 14.25
C -5.82 -27.39 9.72
H -5.11 -31.71 4.85
H -8.89 -34.02 12.02
H -7.19 -33.50 14.23
H -5.90 -36.21 11.82
O -6.99 -29.90 17.79
H -2.03 -34.67 15.52
H -7.58 -40.02 18.08
C -7.56 -30.50 15.57
H -6.86 -29.80 15.11
N -10.31 -39.64 11.18
H -3.57 -36.76 17.05
O -6.27 -35.03 18.52
H -1.68 -42.78 9.84
N -6.79 -31.69 15.86
H -1.67 -39.77 17.52
C -8.68 -30.89 14.63
C -6.79 -28.57 18.26
C -11.22 -36.92 15.51
C -6.57 -36.04 19.46
H -10.96 -33.94 15.15
C -2.76 -36.39 17.70
H -6.78 -37.97 9.79
H -7.18 -33.41 11.92
H -5.35 -40.12 15.18
H -9.23 -30.09 14.14
H 0.60 -39.45 14.34
N -0.92 -40.33 10.01
C -4.51 -33.99 9.40
N -10.15 -37.39 11.08
C -2.97 -36.74 19.18
O -12.02 -38.41 10.32
C -7.43 -38.82 12.87
C 1.49 -41.74 15.36
H -8.19 -34.14 18.73
O -9.95 -35.13 9.15
H -5.22 -34.80 12.69
H -9.79 -35.00 14.59
H -7.28 -39.90 12.77
N -7.39 -34.49 14.33
H -9.38 -39.54 11.55
H -10.19 -37.09 15.17
N -11.04 -33.39 10.09
H -9.40 -31.57 15.09
H -8.97 -39.04 17.56
H -5.54 -38.01 11.04
H -6.74 -26.83 9.84
O -3.97 -42.86 14.54
H 0.41 -38.79 9.57
O -5.32 -36.41 13.83
C -5.38 -37.01 19.57
H -7.86 -35.12 17.37
H -9.39 -30.61 10.09
H -9.85 -35.31 17.44
H -8.27 -31.80 9.39
H -4.37 -38.24 13.59
C -2.15 -39.87 16.55
H -1.63 -38.89 13.44
H -9.27 -37.32 11.57
N -10.70 -33.50 7.82
O -0.48 -37.68 11.90
H -5.99 -28.61 19.00
H -4.81 -39.13 8.66
C -2.81 -34.45 16.25
H -5.50 -27.58 8.69
H -3.75 -34.70 15.75
O -11.76 -35.80 14.84
H -11.11 -35.39 18.78
C -4.66 -31.18 5.69
H -7.76 -29.10 9.47
H -3.84 -37.22 12.49
H -0.42 -40.63 10.84
H -8.58 -37.05 16.60
H -11.70 -37.85 15.22
H -8.89 -30.50 17.36
N -4.17 -36.28 19.89
H -11.11 -32.59 7.69
C -10.55 -34.07 9.02
H -8.75 -31.90 11.16
H -4.64 -40.90 8.98
H -8.35 -31.50 13.78
O -7.34 -30.60 10.67
H -6.54 -30.10 8.78
H -4.06 -31.36 8.16
*
```

Computed properties:
- E_HOMO: -8.6 eV
- Energy: -3809.49071 hartree
- Max |F|: 2.62 eV Å⁻¹
- Frontier orbital gap: 8.85 eV

(3)
ORCA calculation (ωB97M-V/def2-TZVPD) on a single C5H7NO molecule in a non-equilibrium geometry.

```
! RIJCOSX wB97M-V def2-TZVPD def2/J DEFGRID3
* xyz 0 1
C -0.36 -0.47 0.64
C -0.54 1.47 -0.80
C 0.17 0.67 0.16
C -1.63 -1.11 0.19
C 1.67 0.80 0.17
H 0.22 -0.98 1.41
H -1.51 -2.20 0.12
O 1.98 -0.14 -0.86
N -1.15 2.14 -1.53
H 2.11 0.48 1.13
H -1.92 -0.74 -0.80
H 2.06 1.79 -0.09
H -2.43 -0.91 0.89
H 1.32 -0.83 -0.64
*
```

Computed properties:
- E_HOMO: -10.0 eV
- Energy: -324.65805 hartree
- Structure (SMILES): C/C=C(\C#N)CO
- Max |F|: 1.29 eV Å⁻¹
- Frontier orbital gap: 10.23 eV

(4)
ORCA calculation (ωB97M-V/def2-TZVPD) on a single C2H3FSi molecule in a non-equilibrium geometry.

```
! RIJCOSX wB97M-V def2-TZVPD def2/J DEFGRID3
* xyz 0 1
Si 0.86 0.50 -0.07
H 1.83 1.00 -0.99
H -0.36 -2.08 0.03
F -2.23 0.21 0.01
C -0.18 -1.04 -0.12
C -0.93 0.08 -0.08
H 1.01 1.33 1.23
*
```

Computed properties:
- E_HOMO: -9.9 eV
- Energy: -467.25271 hartree
- Structure (SMILES): FC1=C[SiH2]1
- Max |F|: 3.12 eV Å⁻¹
- Frontier orbital gap: 10.47 eV

- The lowest frontier orbital gap belongs to which entry?
  C27H22Cl2N3P2PdS4SbSe2

- Which of these has the lowest energy?
  C27H22Cl2N3P2PdS4SbSe2